{
  "formula": "C11H12N2O4ReSe2Te2",
  "method": "ωB97M-V/def2-TZVPD",
  "species": ["H", "H", "H", "C", "C", "Se", "H", "C", "H", "H", "Te", "C", "O", "O", "O", "C", "Se", "H", "C", "N", "H", "H", "C", "H", "H", "C", "C", "H", "Re", "O", "Te", "C", "N", "C"],
  "positions_angstrom": [[-1.8766, -3.3958, 3.4358], [-1.3790, 4.7439, 1.4469], [0.4225, 1.5014, 2.8651], [-0.9529, -1.2032, 3.8395], [-2.4304, 4.5030, 1.2843], [-0.0575, -0.7094, -2.5188], [-2.2812, 4.2576, -2.1729], [-4.1187, 3.4857, -0.2717], [-3.0043, 5.4313, 1.3137], [-4.7007, 4.4092, -0.2573], [3.4401, 0.2903, -1.6055], [-2.1497, 4.7357, -1.2021], [-0.8951, -1.9053, 0.1951], [-1.6874, -3.3538, 1.7180], [-1.5638, -1.8187, 6.0100], [-2.6335, 3.8161, -0.0725], [1.9027, 1.4362, 0.0336], [-2.7263, 5.6629, -1.1895], [-1.8442, 2.5753, -0.1035], [-0.0195, 0.6072, 3.0157], [-1.0937, 4.9797, -1.0826], [-4.2816, 2.9891, -1.2283], [-0.4271, 0.0359, 4.1583], [-0.3228, 0.5147, 5.1173], [-2.7723, 3.8631, 2.0992], [-1.1858, -2.2935, 1.4192], [-1.5129, -2.1422, 4.8546], [-4.4850, 2.8330, 0.5212], [-0.0718, -0.0590, -0.1682], [-1.9744, -3.3052, 4.4105], [1.6891, 0.7946, -3.5740], [-1.1554, 1.5699, -0.1306], [-0.2607, -0.1882, 1.9724], [-0.8280, -1.2831, 2.4509]],
  "forces_ev_per_a": [[-0.04, -0.10, -0.19], [0.00, -0.01, -0.01], [0.01, 0.00, -0.01], [0.01, 0.07, 0.20], [-0.01, 0.02, 0.03], [-0.04, -0.01, -0.14], [0.00, 0.00, 0.01], [-0.01, -0.01, 0.00], [0.00, 0.00, 0.00], [0.00, -0.01, 0.00], [0.04, -0.03, -0.02], [0.01, 0.02, -0.02], [-0.24, -0.06, 0.44], [-0.02, -0.11, 0.04], [0.10, -0.02, 0.08], [0.04, -0.10, -0.04], [-0.16, 0.10, 0.08], [0.01, 0.00, 0.00], [-0.07, 0.15, 0.11], [-0.06, -0.03, -0.03], [-0.01, -0.01, 0.01], [0.01, 0.00, 0.01], [0.07, 0.00, -0.02], [0.00, -0.01, -0.01], [0.00, 0.00, -0.01], [0.08, 0.11, -0.61], [-0.30, -0.06, -0.10], [0.01, 0.00, 0.00], [0.24, 0.06, 0.09], [0.13, 0.17, 0.22], [0.03, -0.07, -0.05], [0.00, -0.18, -0.06], [0.14, 0.17, 0.15], [0.04, -0.05, -0.14]],
  "homo_ev": [-8.05, -8.06],
  "s2": 3.80,
  "charge": 0,
  "multiplicity": 4
}


{
  "formula": "C22H42Cl3LaN2O4SSi",
  "method": "ωB97M-V/def2-TZVPD",
  "species": ["H", "O", "H", "H", "C", "H", "H", "C", "C", "C", "C", "H", "C", "C", "N", "H", "C", "H", "H", "H", "C", "H", "H", "H", "H", "H", "C", "C", "H", "H", "C", "H", "H", "H", "H", "H", "O", "O", "C", "S", "C", "Cl", "C", "H", "C", "H", "C", "H", "H", "C", "H", "H", "H", "C", "C", "H", "H", "H", "H", "H", "C", "N", "La", "Cl", "H", "H", "O", "H", "H", "H", "H", "H", "Si", "H", "C", "Cl"],
  "positions_angstrom": [[2.5066, 1.8381, -0.2455], [0.5675, 0.1839, -1.0851], [-3.9346, 0.7336, 0.0410], [1.3180, 4.1407, 2.5159], [-6.5436, 1.7159, 3.8224], [-6.2749, 0.7470, -2.7923], [0.0910, 5.1283, 3.3870], [-10.7032, 0.3109, -0.3713], [0.2934, 4.1685, 2.9021], [-0.2765, 3.2997, 0.7090], [-7.5193, 1.1975, 1.5151], [-2.5383, 3.3694, 2.4723], [-2.0410, 4.2680, 2.0611], [-3.6771, -0.0080, -4.4748], [-3.6602, -1.2022, -3.6319], [-6.4326, 2.6034, 4.4563], [2.5671, -0.3533, -2.7417], [-10.5838, 3.6351, -1.1225], [-4.3337, -3.1457, -3.3540], [-4.0509, -0.3101, -5.4547], [-8.7778, 2.6016, 3.1825], [-6.0895, -0.4493, -1.4805], [-11.3152, -0.5745, -0.5221], [-3.5214, 2.4826, 0.2229], [0.1732, 3.3523, 3.6310], [-7.4098, 0.1330, 1.7709], [-6.1962, 3.5582, -1.2528], [-10.2994, 2.6718, -0.6937], [-5.6462, -1.9320, -3.3896], [-7.5688, 0.5123, -1.6082], [-8.7283, 1.3464, 0.5958], [1.8046, -0.8241, -3.3674], [-2.5410, 4.5720, 1.1368], [0.8138, 3.2174, 0.5634], [-7.2580, 3.6271, -1.5150], [-2.0811, 5.0771, 2.7954], [-6.2555, 1.5692, 0.9532], [-2.2274, -0.1976, -2.1775], [-11.0863, 1.5416, -0.9217], [1.9814, -0.3796, -1.0405], [-2.9205, -1.1932, -2.5268], [-3.1279, 0.7254, 2.5436], [-3.9310, 1.7314, -0.4620], [-9.8630, 3.9846, 4.3788], [-6.4777, 0.5478, -1.7304], [-5.9662, 4.3283, -0.5064], [-9.5202, 0.2146, 0.3730], [-6.7312, 0.8582, 4.4894], [-9.6360, 2.6403, 2.5081], [3.0734, 0.9099, -0.3842], [-3.3748, 1.7370, -1.4124], [3.5024, -0.9173, -2.8151], [-9.1944, 2.6516, 5.3199], [-4.6823, -2.2218, -3.8345], [-8.9887, 3.3256, 4.4722], [-5.6050, 1.5254, 3.2865], [-8.1290, 3.9544, 4.7483], [3.9215, 1.0487, -1.0701], [-2.6595, 0.3887, -4.5584], [-8.5694, 3.4864, 0.3497], [-9.1356, 2.5855, 0.0928], [-0.6352, 4.0060, 1.7871], [-1.7111, 0.2638, 0.2347], [-1.6472, -2.3766, 0.4315], [-2.9434, -2.1108, -1.9185], [-12.0004, 1.6123, -1.5189], [-1.0708, 2.7358, -0.0867], [3.4412, 0.5393, 0.5827], [-5.6102, 3.7764, -2.1601], [2.7281, 0.6868, -3.0423], [-4.3322, 0.7751, -4.0652], [-9.2188, -0.7337, 0.8235], [-5.7328, 1.8704, -0.6381], [-4.8122, -2.3740, -4.9116], [-7.6716, 1.9086, 2.8581], [0.2747, 1.0058, 2.1703]],
  "forces_ev_per_a": [[0.06, -0.35, -0.12], [0.80, -0.18, -0.18], [-0.41, 0.80, -0.31], [-0.18, 0.04, 0.18], [0.37, 0.03, -0.01], [-0.02, -0.09, 0.15], [0.17, -0.09, -0.11], [0.33, 0.26, 0.05], [0.04, 0.03, -0.16], [-0.29, -0.65, 0.16], [0.14, -0.12, 0.21], [0.16, 0.32, -0.14], [-0.15, -0.47, 0.16], [-0.01, -0.04, -0.01], [-0.05, 0.45, 0.19], [0.11, -0.21, -0.08], [-0.04, 0.30, -0.18], [0.01, -0.28, 0.19], [-0.23, 0.17, -0.25], [0.09, 0.16, 0.05], [0.28, -0.48, -0.34], [-0.03, 0.16, -0.02], [0.06, 0.15, 0.00], [-0.15, -0.27, -0.08], [-0.02, 0.20, -0.31], [-0.16, 0.00, -0.19], [-0.05, 0.25, -0.31], [0.42, 0.01, 0.21], [0.27, 0.01, -0.17], [0.28, 0.07, -0.02], [0.03, -0.12, 0.48], [0.09, 0.06, 0.18], [0.06, -0.03, 0.17], [-0.36, 0.12, 0.04], [0.23, 0.02, 0.03], [-0.13, -0.10, -0.17], [0.08, 0.62, -1.26], [-0.99, -1.39, -0.70], [0.18, -0.23, 0.09], [-0.92, 0.08, 0.24], [0.56, 0.92, 0.22], [-0.27, -0.14, -0.05], [0.26, -0.42, -0.14], [0.25, -0.11, 0.10], [0.07, -0.14, -0.35], [-0.03, -0.12, -0.12], [-0.33, 0.33, -0.21], [0.00, 0.20, -0.20], [0.41, -0.05, 0.03], [0.34, -0.16, 0.18], [-0.30, -0.03, 0.25], [-0.14, 0.09, 0.13], [0.14, 0.12, -0.24], [0.16, -0.22, 0.09], [-0.22, 0.35, 0.46], [-0.18, 0.08, 0.25], [-0.20, -0.22, -0.04], [-0.28, 0.03, 0.23], [-0.29, -0.09, 0.01], [-0.18, -0.37, -0.20], [-0.38, -0.16, -0.32], [0.07, -0.01, -0.51], [2.73, 0.55, 1.37], [-0.13, -0.65, -0.18], [0.04, 0.17, -0.06], [0.35, 0.00, 0.23], [0.41, 1.06, 0.46], [-0.21, 0.30, -0.24], [-0.13, 0.02, 0.20], [-0.11, -0.20, -0.10], [0.17, -0.23, -0.06], [-0.11, 0.23, -0.21], [-1.97, -0.08, 1.40], [0.02, -0.13, 0.29], [-0.95, 0.44, -0.16], [0.35, -0.55, -0.16]],
  "homo_ev": -8.18,
  "charge": 0
}


{
  "formula": "C23H22Co2NO7",
  "method": "ωB97M-V/def2-TZVPD",
  "species": ["H", "O", "C", "C", "C", "C", "H", "C", "H", "C", "C", "H", "O", "O", "H", "H", "H", "H", "H", "C", "H", "C", "O", "C", "C", "H", "H", "C", "Co", "O", "H", "O", "N", "C", "C", "H", "C", "O", "C", "H", "H", "C", "Co", "H", "H", "H", "H", "C", "C", "C", "C", "C", "H", "H", "C"],
  "positions_angstrom": [[-1.2885, 0.2738, 1.3507], [8.3385, 0.9937, 1.8028], [0.3126, 1.2680, 2.9390], [4.4005, 0.3795, 4.6993], [5.0585, -0.1849, 1.9414], [7.3407, 5.5122, 5.0792], [5.4342, 7.1350, 2.7387], [2.2018, 3.8738, 4.0416], [7.2703, 3.3971, 5.4983], [7.2319, 1.2613, 2.0258], [5.8464, 6.3333, 3.3551], [7.3028, 7.5733, 4.3685], [-1.8018, -2.6146, -0.2407], [1.7431, 0.1587, 5.5293], [-0.6847, 1.4521, 2.4869], [2.7162, 1.4725, 0.4077], [0.9744, -2.7056, -0.0942], [-0.7193, 0.0246, -0.3291], [2.2625, 2.6859, 1.6484], [6.8567, 4.2146, 4.9060], [4.5215, 0.4083, 5.8069], [2.2963, 1.1280, 5.2009], [5.1785, 3.0648, -0.2508], [1.3065, -0.5073, 1.4566], [3.7107, 3.0912, 6.3864], [4.5259, 4.8492, 2.4969], [-2.8337, -1.5018, 1.2285], [5.3316, 2.3772, 0.6726], [3.1413, 2.6249, 4.8140], [3.9023, 3.4403, 7.4797], [-1.3864, -3.4320, 1.6460], [4.7515, -1.2998, 2.0429], [0.1754, -1.2038, 1.1724], [-0.9376, -3.3133, 0.6499], [5.0600, 1.3174, 3.9206], [2.2238, -1.0513, 1.1967], [1.3210, 0.8100, 1.9352], [1.6651, 4.7961, 3.5761], [1.9000, 1.8455, 1.0423], [8.1104, 5.7104, 5.8313], [0.2197, 0.4945, 3.7071], [5.3277, 5.0493, 3.2123], [5.5309, 1.4955, 2.2040], [1.0953, 2.2319, 0.3724], [4.1855, -0.5941, 4.2247], [0.5867, 2.2305, 3.4058], [-2.8022, -0.9017, -0.5136], [6.8800, 6.5657, 4.2731], [-2.2160, -1.3609, 0.3071], [0.3896, -2.6144, 0.8392], [5.2849, 2.6407, 3.6596], [-0.9939, -0.4855, 0.6201], [-0.7850, -4.2837, 0.1721], [0.9324, -3.0769, 1.6745], [5.8359, 3.9507, 3.9513]],
  "forces_ev_per_a": [[-0.06, -0.08, -0.36], [-1.01, 0.26, 0.09], [-0.94, 0.19, -0.40], [0.58, 0.72, 1.22], [-1.10, -0.85, 0.13], [-0.02, 0.31, -0.48], [0.21, -0.16, 0.23], [-0.27, 1.11, -1.20], [-0.20, 0.18, -0.14], [3.02, -0.36, 0.24], [0.09, -0.50, 0.15], [-0.17, -0.45, 0.07], [-0.08, 0.10, 0.54], [0.40, 1.15, -0.14], [0.14, 0.05, 0.29], [-0.23, 0.07, 0.18], [0.06, 0.06, 0.24], [0.16, -0.14, 0.50], [0.13, 0.06, -0.38], [-0.54, -0.16, -0.47], [-0.05, -0.19, -0.99], [-1.66, -1.39, 0.56], [0.55, -1.21, 1.02], [0.70, 2.14, 0.17], [0.66, 1.00, 2.43], [0.26, 0.10, 0.22], [0.26, -0.11, -0.64], [-1.36, 1.97, -1.01], [1.72, -1.92, -1.04], [-0.24, -0.48, -1.48], [-0.32, -0.08, -0.18], [0.55, 1.02, -0.37], [-1.39, -1.36, 0.84], [-0.03, -0.08, -0.14], [-0.67, 1.86, 1.56], [-0.02, 0.59, -0.65], [-0.71, -1.95, -0.92], [0.49, -1.18, 0.82], [1.00, 0.78, 0.37], [-0.22, -0.12, -0.29], [-0.29, 0.31, -0.09], [0.40, -0.19, 0.03], [0.31, -1.51, -3.53], [0.40, -0.22, 0.35], [-0.31, 0.69, 0.54], [0.03, -0.69, -0.28], [0.14, -0.05, 0.76], [-0.13, -0.03, 0.23], [0.49, -0.35, 0.03], [-0.36, 0.55, -0.24], [-1.06, -0.58, 1.59], [0.43, 0.09, -0.33], [-0.01, -0.03, 0.28], [-0.04, -0.02, -0.34], [0.31, 1.04, 0.41]],
  "homo_ev": -3.66,
  "charge": -1
}


Record order is preserved below.
Total energy: -170181.4295, -91813.2223, -115279.3434 eV